[1]
Molecular formula: C37H35ClN2PtS2Si2
Method: DFT, wB97M-V/def2-TZVPD

Values from the calculation:
HOMO level (alpha / beta): -5.28 / -6.64 eV
M: 858.54 g/mol
Energy relative to the best compared isomer or geometry (same formula, charge and spin): 178.4 kJ/mol
<S²>: 2.01
Strongest force on any atom: 3.3 eV Å⁻¹
HOMO-LUMO gap (alpha / beta): 5.294 / 6.439 eV
Spin multiplicity: 3

Atoms and positions in Å:
C 3.78 2.82 -1.25
C 3.23 1.53 -1.66
C 1.96 1.83 -2.32
H 3.77 0.59 -1.70
C 1.78 3.23 -2.32
C 2.89 3.83 -1.68
H 3.08 4.90 -1.62
H 4.82 2.96 -0.93
H 1.37 1.10 -2.87
H 0.99 3.76 -2.84
Pt 2.06 1.64 0.18
Si -2.45 -1.66 0.32
C -2.40 -3.25 1.29
C -3.03 -3.48 2.53
H -3.45 -2.65 3.12
C -3.15 -4.80 3.02
H -3.69 -4.99 3.95
C -2.59 -5.88 2.32
H -2.68 -6.90 2.70
C -1.89 -5.62 1.12
H -1.42 -6.45 0.57
C -1.80 -4.33 0.62
H -1.26 -4.14 -0.32
C -4.25 -1.27 0.16
C -5.09 -2.26 -0.39
H -4.67 -3.24 -0.69
C -6.46 -2.03 -0.55
H -7.10 -2.81 -0.96
C -7.01 -0.80 -0.14
H -8.09 -0.63 -0.24
C -6.18 0.18 0.42
H -6.62 1.13 0.76
C -4.80 -0.04 0.57
H -4.17 0.72 1.03
H -2.06 -1.93 -1.07
Si 0.21 0.25 0.51
C -0.93 0.85 -0.93
C -0.99 0.19 -2.16
H -0.47 -0.76 -2.32
C -1.67 0.78 -3.24
H -1.67 0.27 -4.20
C -2.29 2.02 -3.09
H -2.78 2.49 -3.94
C -2.30 2.63 -1.83
H -2.78 3.60 -1.70
C -1.66 2.03 -0.74
H -1.69 2.51 0.24
C 1.02 -1.41 0.02
C 1.53 -1.67 -1.26
H 1.55 -0.88 -2.02
C 2.02 -2.94 -1.60
H 2.37 -3.12 -2.62
C 2.06 -3.95 -0.64
H 2.42 -4.95 -0.91
C 1.59 -3.69 0.64
H 1.59 -4.48 1.39
C 1.08 -2.43 0.97
H 0.69 -2.24 1.98
H -1.41 -0.47 0.84
Cl 0.05 0.65 2.59
C 4.58 -0.86 0.38
C 4.85 0.46 0.97
N 3.96 1.45 1.07
C 4.46 2.57 1.73
C 5.76 2.41 2.17
S 6.36 0.84 1.78
C 3.61 3.70 1.73
C 3.83 5.01 2.13
S 2.47 6.00 1.74
C 1.68 4.64 1.01
N 2.38 3.51 1.12
C 0.36 4.74 0.37
H 4.88 -0.87 -0.68
H 5.19 -1.60 0.93
H 3.52 -1.12 0.47
H 6.29 3.20 2.69
H 4.74 5.32 2.61
H -0.34 5.11 1.13
H 0.42 5.44 -0.48
H 0.03 3.76 0.01

In the Löwdin picture, each atom carries the following charge in e: number 1, C, carries -0.193; number 2, C, carries -0.289; number 3, C, carries -0.191; number 4, H, carries 0.073; number 5, C, carries -0.143; number 6, C, carries -0.163; number 7, H, carries 0.098; number 8, H, carries 0.107; number 9, H, carries 0.079; number 10, H, carries 0.098; number 11, Pt, carries 0.980; number 12, Si, carries 0.794; number 13, C, carries -0.315; number 14, C, carries -0.080; number 15, H, carries 0.110; number 16, C, carries -0.089; number 17, H, carries 0.101; number 18, C, carries -0.088; number 19, H, carries 0.104; number 20, C, carries -0.086; number 21, H, carries 0.103; number 22, C, carries -0.131; number 23, H, carries 0.094; number 24, C, carries -0.313; number 25, C, carries -0.097; number 26, H, carries 0.109; number 27, C, carries -0.086; number 28, H, carries 0.103; number 29, C, carries -0.094; number 30, H, carries 0.103; number 31, C, carries -0.090; number 32, H, carries 0.100; number 33, C, carries -0.095; number 34, H, carries 0.100; number 35, H, carries 0.020; number 36, Si, carries 0.041; number 37, C, carries -0.372; number 38, C, carries -0.159; number 39, H, carries 0.082; number 40, C, carries -0.079; number 41, H, carries 0.103; number 42, C, carries -0.090; number 43, H, carries 0.102; number 44, C, carries -0.088; number 45, H, carries 0.100; number 46, C, carries -0.146; number 47, H, carries 0.097; number 48, C, carries -0.346; number 49, C, carries -0.135; number 50, H, carries 0.081; number 51, C, carries -0.082; number 52, H, carries 0.106; number 53, C, carries -0.097; number 54, H, carries 0.101; number 55, C, carries -0.100; number 56, H, carries 0.105; number 57, C, carries -0.138; number 58, H, carries 0.093; number 59, H, carries -0.060; number 60, Cl, carries 0.226; number 61, C, carries -0.073; number 62, C, carries -0.579; number 63, N, carries -0.098; number 64, C, carries -0.329; number 65, C, carries -0.323; number 66, S, carries 1.070; number 67, C, carries -0.323; number 68, C, carries -0.317; number 69, S, carries 1.066; number 70, C, carries -0.616; number 71, N, carries -0.095; number 72, C, carries -0.082; number 73, H, carries 0.091; number 74, H, carries 0.086; number 75, H, carries 0.063; number 76, H, carries 0.079; number 77, H, carries 0.076; number 78, H, carries 0.091; number 79, H, carries 0.095; number 80, H, carries 0.039


[2]
Molecular formula: C37H35ClN2S2Si2Zn
Method: DFT, wB97M-V/def2-TZVPD

Values from the calculation:
HOMO level: -5.75 eV
M: 728.85 g/mol
Energy relative to the best compared isomer or geometry (same formula, charge and spin): 298.1 kJ/mol
Strongest force on any atom: 3.5 eV Å⁻¹
HOMO-LUMO gap: 5.002 eV

Atoms and positions in Å:
C -1.03 -0.42 1.63
C -1.84 0.17 0.62
C -1.87 -0.72 -0.49
H -2.37 1.13 0.71
C -1.08 -1.86 -0.16
C -0.56 -1.67 1.15
H 0.04 -2.38 1.71
H -0.85 -0.01 2.62
H -2.44 -0.58 -1.41
H -0.93 -2.73 -0.80
Zn 1.44 0.52 -1.09
Si 0.54 0.19 -7.08
C 0.78 1.78 -8.00
C 2.00 2.09 -8.62
H 2.86 1.43 -8.49
C 2.11 3.23 -9.41
H 3.05 3.46 -9.92
C 1.01 4.08 -9.59
H 1.08 4.95 -10.25
C -0.20 3.80 -8.94
H -1.06 4.46 -9.06
C -0.31 2.66 -8.14
H -1.24 2.45 -7.61
C 1.08 -1.27 -8.09
C 0.50 -1.34 -9.37
H -0.17 -0.55 -9.72
C 0.77 -2.43 -10.20
H 0.29 -2.50 -11.17
C 1.65 -3.43 -9.78
H 1.87 -4.28 -10.43
C 2.26 -3.34 -8.52
H 2.97 -4.11 -8.20
C 1.97 -2.27 -7.67
H 2.45 -2.19 -6.69
H -0.93 -0.02 -7.02
Si 0.90 0.22 -4.70
C -0.02 -1.35 -4.28
C -1.39 -1.54 -4.57
H -2.00 -0.71 -4.94
C -1.98 -2.80 -4.46
H -3.04 -2.93 -4.71
C -1.22 -3.91 -4.06
H -1.67 -4.91 -4.04
C 0.11 -3.72 -3.70
H 0.70 -4.56 -3.33
C 0.71 -2.46 -3.83
H 1.78 -2.37 -3.62
C -0.04 1.78 -4.34
C -1.30 1.61 -3.73
H -1.55 0.67 -3.23
C -2.25 2.62 -3.81
H -3.26 2.44 -3.41
C -1.92 3.85 -4.39
H -2.69 4.62 -4.50
C -0.62 4.09 -4.82
H -0.34 5.08 -5.20
C 0.33 3.06 -4.78
H 1.34 3.25 -5.14
H 2.05 0.20 -5.61
Cl 2.50 0.34 -3.05
C -0.61 3.32 -0.65
C 0.22 2.86 0.47
N 1.08 1.86 0.35
C 1.70 1.53 1.57
C 1.32 2.36 2.60
S 0.17 3.54 2.08
C 2.37 0.27 1.60
C 2.85 -0.48 2.66
S 3.20 -2.11 2.19
C 2.65 -1.73 0.57
N 2.31 -0.47 0.41
C 2.58 -2.73 -0.52
H -1.15 4.22 -0.32
H 0.01 3.56 -1.52
H -1.35 2.55 -0.93
H 1.69 2.26 3.61
H 2.97 -0.08 3.66
H 3.06 -3.65 -0.17
H 1.54 -2.94 -0.78
H 3.11 -2.34 -1.41

In the Löwdin picture, each atom carries the following charge in e: number 1, C, carries -0.201; number 2, C, carries -0.209; number 3, C, carries -0.184; number 4, H, carries 0.073; number 5, C, carries -0.192; number 6, C, carries -0.209; number 7, H, carries 0.069; number 8, H, carries 0.075; number 9, H, carries 0.068; number 10, H, carries 0.068; number 11, Zn, carries 0.628; number 12, Si, carries 0.607; number 13, C, carries -0.330; number 14, C, carries -0.099; number 15, H, carries 0.104; number 16, C, carries -0.096; number 17, H, carries 0.099; number 18, C, carries -0.100; number 19, H, carries 0.097; number 20, C, carries -0.094; number 21, H, carries 0.100; number 22, C, carries -0.116; number 23, H, carries 0.099; number 24, C, carries -0.312; number 25, C, carries -0.105; number 26, H, carries 0.103; number 27, C, carries -0.091; number 28, H, carries 0.098; number 29, C, carries -0.099; number 30, H, carries 0.098; number 31, C, carries -0.097; number 32, H, carries 0.097; number 33, C, carries -0.097; number 34, H, carries 0.092; number 35, H, carries -0.015; number 36, Si, carries 0.222; number 37, C, carries -0.314; number 38, C, carries -0.108; number 39, H, carries 0.095; number 40, C, carries -0.073; number 41, H, carries 0.107; number 42, C, carries -0.085; number 43, H, carries 0.105; number 44, C, carries -0.097; number 45, H, carries 0.100; number 46, C, carries -0.142; number 47, H, carries 0.070; number 48, C, carries -0.341; number 49, C, carries -0.138; number 50, H, carries 0.073; number 51, C, carries -0.090; number 52, H, carries 0.111; number 53, C, carries -0.101; number 54, H, carries 0.101; number 55, C, carries -0.095; number 56, H, carries 0.108; number 57, C, carries -0.108; number 58, H, carries 0.111; number 59, H, carries -0.064; number 60, Cl, carries 0.313; number 61, C, carries -0.063; number 62, C, carries -0.583; number 63, N, carries -0.009; number 64, C, carries -0.309; number 65, C, carries -0.311; number 66, S, carries 1.107; number 67, C, carries -0.307; number 68, C, carries -0.304; number 69, S, carries 1.100; number 70, C, carries -0.593; number 71, N, carries -0.016; number 72, C, carries -0.064; number 73, H, carries 0.085; number 74, H, carries 0.095; number 75, H, carries 0.076; number 76, H, carries 0.086; number 77, H, carries 0.083; number 78, H, carries 0.084; number 79, H, carries 0.080; number 80, H, carries 0.079